Entry 1:
ORCA calculation (the ωB97M-V functional and the def2-TZVPD basis) on C28H16BrCoF3N5OS3 as an isolated structure.

Summary:
**Gap between HOMO and LUMO (spin up / spin down)**: 3.06 / 3.80 eV
**<S²>**: 3.9287
**Spin multiplicity**: 4
**Charge**: -1

Atoms and positions in Å:
Co (2.056, 2.404, 0.742)
F (1.564, -3.905, -0.747)
C (1.696, -2.552, -1.018)
F (2.925, -2.333, -1.533)
F (0.788, -2.249, -1.996)
C (1.440, -1.906, 0.391)
C (-0.128, -2.120, 2.408)
C (-0.267, -0.999, 3.221)
C (0.236, 0.334, 3.183)
N (1.283, 0.916, 2.508)
C (1.303, -0.297, 0.268)
S (2.498, 0.701, -0.705)
H (-0.237, -3.032, 2.991)
H (-0.952, -1.240, 4.029)
H (-0.269, 1.060, 3.861)
S (4.170, 3.250, 1.360)
C (3.133, 4.591, 1.467)
N (1.818, 4.320, 1.443)
C (1.086, 5.399, 0.934)
C (-0.297, 5.342, 0.534)
C (-0.858, 6.517, 0.046)
C (-0.172, 7.718, -0.023)
C (1.148, 7.766, 0.368)
C (1.783, 6.627, 0.881)
S (3.485, 6.338, 1.208)
H (-0.824, 4.430, 0.400)
H (-1.890, 6.559, -0.250)
H (-0.622, 8.632, -0.391)
H (1.687, 8.706, 0.339)
Br (-1.120, -5.910, -5.721)
C (-1.698, -5.554, -3.952)
C (-0.852, -5.932, -2.848)
C (-1.180, -5.476, -1.593)
C (-2.193, -4.499, -1.538)
C (-3.221, -4.506, -2.511)
C (-2.897, -4.867, -3.798)
N (-2.041, -3.496, -0.576)
N (-2.785, -2.426, -0.674)
C (-2.148, -1.228, -0.441)
C (-2.719, 0.019, -0.774)
C (-2.126, 1.256, -0.402)
C (-0.719, 1.276, -0.137)
O (-0.060, 2.369, 0.199)
C (-0.157, -0.035, 0.082)
N (1.974, 0.087, 1.713)
C (2.880, -0.920, 2.043)
C (2.677, -2.011, 1.268)
C (-0.036, -2.238, 0.963)
C (-0.857, -1.200, 0.215)
H (0.038, -6.507, -3.077)
H (-0.650, -5.735, -0.664)
H (-4.177, -4.030, -2.290)
H (-3.502, -4.665, -4.678)
H (-3.698, -0.012, -1.284)
H (-2.654, 2.178, -0.573)
H (3.623, -0.743, 2.865)
H (3.110, -2.932, 1.538)
H (-0.394, -3.241, 0.730)

***

Entry 2:
ORCA calculation (the ωB97M-V functional and the def2-TZVPD basis) on C32H84F6O16Y as an isolated structure.

Summary:
**Gap between HOMO and LUMO**: 5.83 eV
**Spin multiplicity**: 1
**Charge**: +1

Atoms and positions in Å:
Y (-17.022, 21.953, 15.103)
C (-18.826, 19.368, 13.687)
O (-17.639, 18.971, 13.040)
O (-18.568, 20.547, 14.302)
C (-19.917, 19.562, 12.658)
F (-21.101, 19.805, 13.232)
F (-19.647, 20.599, 11.890)
F (-20.099, 18.497, 11.879)
C (-17.456, 17.569, 12.863)
C (-16.120, 17.406, 12.144)
H (-16.141, 17.961, 11.198)
H (-15.292, 17.883, 12.686)
H (-15.968, 16.339, 12.008)
H (-18.247, 17.139, 12.256)
H (-17.322, 17.071, 13.828)
H (-19.067, 18.626, 14.455)
C (-14.700, 19.638, 16.665)
O (-14.107, 18.705, 15.803)
O (-15.663, 20.290, 16.011)
C (-15.097, 18.971, 17.997)
F (-14.129, 19.215, 18.931)
F (-16.326, 19.375, 18.471)
F (-15.157, 17.573, 17.850)
C (-12.762, 18.326, 16.039)
C (-12.338, 17.399, 14.932)
H (-12.642, 16.361, 14.950)
H (-12.438, 17.902, 13.969)
H (-11.240, 17.357, 15.032)
H (-12.603, 17.851, 17.015)
H (-12.124, 19.223, 16.060)
H (-13.870, 20.323, 16.950)
C (-15.794, 14.844, 14.867)
C (-14.982, 13.867, 15.692)
O (-15.428, 13.923, 17.036)
H (-15.556, 15.859, 15.199)
H (-16.845, 14.570, 14.831)
H (-15.481, 14.862, 13.809)
H (-13.905, 14.057, 15.697)
H (-15.128, 12.854, 15.322)
H (-15.111, 14.744, 17.426)
C (-11.509, 14.474, 12.803)
C (-12.419, 15.407, 11.993)
O (-11.827, 15.715, 10.712)
H (-10.784, 14.113, 12.066)
H (-11.969, 13.515, 13.056)
H (-10.995, 14.893, 13.663)
H (-12.769, 16.281, 12.554)
H (-13.374, 14.917, 11.762)
H (-11.129, 16.377, 10.773)
C (-20.837, 25.059, 11.634)
C (-20.371, 23.642, 11.450)
O (-20.121, 23.098, 12.745)
H (-20.108, 25.722, 12.106)
H (-21.681, 25.044, 12.331)
H (-21.194, 25.554, 10.732)
H (-19.468, 23.587, 10.832)
H (-21.172, 23.129, 10.908)
H (-20.130, 22.135, 12.686)
C (-16.827, 20.702, 9.139)
C (-18.202, 20.167, 8.865)
O (-18.175, 19.604, 7.583)
H (-16.536, 21.571, 8.546)
H (-16.074, 19.930, 8.953)
H (-16.621, 21.002, 10.175)
H (-18.917, 20.980, 9.055)
H (-18.459, 19.390, 9.599)
H (-19.050, 19.269, 7.339)
C (-19.019, 17.274, 17.263)
C (-20.429, 17.520, 16.793)
O (-21.247, 16.375, 17.217)
H (-18.529, 16.668, 16.499)
H (-18.941, 16.828, 18.244)
H (-18.537, 18.258, 17.216)
H (-20.579, 17.518, 15.703)
H (-20.946, 18.386, 17.224)
H (-22.174, 16.627, 17.054)
C (-13.025, 18.758, 9.372)
C (-13.596, 17.671, 8.486)
O (-14.012, 16.517, 9.195)
H (-12.307, 18.400, 10.106)
H (-13.886, 19.119, 9.967)
H (-12.796, 19.690, 8.854)
H (-12.898, 17.307, 7.715)
H (-14.443, 18.055, 7.912)
H (-13.311, 16.223, 9.816)
C (-23.503, 16.424, 14.442)
C (-24.492, 16.199, 15.564)
O (-24.090, 16.975, 16.712)
H (-22.495, 16.316, 14.865)
H (-23.580, 17.397, 13.973)
H (-23.494, 15.571, 13.759)
H (-24.606, 15.138, 15.817)
H (-25.509, 16.476, 15.248)
H (-24.773, 16.901, 17.387)
C (-22.600, 21.786, 8.365)
C (-21.997, 20.866, 9.391)
O (-21.788, 19.578, 8.770)
H (-22.807, 22.824, 8.632)
H (-23.597, 21.413, 8.096)
H (-22.064, 21.768, 7.413)
H (-22.656, 20.749, 10.272)
H (-21.076, 21.248, 9.860)
H (-21.786, 18.892, 9.459)
C (-17.695, 16.252, 8.272)
C (-17.684, 15.078, 9.243)
O (-18.702, 14.130, 8.999)
H (-18.251, 17.094, 8.683)
H (-18.049, 16.008, 7.272)
H (-16.671, 16.607, 8.113)
H (-17.856, 15.384, 10.278)
H (-16.681, 14.631, 9.255)
H (-18.539, 13.526, 8.273)
C (-13.597, 22.047, 13.725)
C (-14.479, 21.424, 12.656)
O (-15.815, 21.128, 13.205)
H (-13.785, 21.621, 14.714)
H (-13.636, 23.140, 13.760)
H (-12.557, 21.821, 13.473)
H (-14.065, 20.482, 12.298)
H (-14.543, 22.107, 11.807)
H (-15.995, 20.244, 12.821)
C (-23.138, 16.504, 8.907)
C (-22.120, 16.724, 10.000)
O (-22.737, 17.625, 10.952)
H (-22.842, 15.685, 8.251)
H (-23.304, 17.392, 8.287)
H (-24.163, 16.349, 9.256)
H (-21.218, 17.152, 9.543)
H (-21.854, 15.804, 10.526)
H (-22.127, 17.762, 11.684)
C (-22.860, 20.624, 15.383)
C (-22.529, 22.105, 15.193)
O (-21.557, 22.494, 16.166)
H (-23.369, 20.455, 16.335)
H (-21.907, 20.097, 15.343)
H (-23.547, 20.214, 14.640)
H (-23.452, 22.686, 15.271)
H (-22.120, 22.245, 14.194)
H (-22.047, 22.920, 16.876)

***

Entry 3:
ORCA calculation (the ωB97M-V functional and the def2-TZVPD basis) on a 2-piece molecular cluster, C5H14 overall.

Summary:
**Gap between HOMO and LUMO**: 11.91 eV
**Spin multiplicity**: 1
**Charge**: 0

Atoms and positions in Å:
C (1.363, 0.983, 1.710)
C (0.496, -0.255, 1.578)
C (-0.856, -0.115, 2.251)
H (1.935, 1.006, 2.646)
H (0.749, 1.882, 1.777)
H (2.107, 1.094, 0.922)
H (0.380, -0.450, 0.500)
H (1.061, -1.182, 1.750)
H (-1.212, 0.886, 1.973)
H (-1.550, -0.877, 1.912)
H (-0.850, -0.015, 3.339)
C (0.130, -0.476, -2.223)
C (-1.088, -0.185, -3.119)
H (-0.021, -1.303, -1.528)
H (1.037, -0.720, -2.768)
H (0.273, 0.409, -1.599)
H (-1.409, -1.139, -3.535)
H (-0.820, 0.502, -3.912)
H (-1.882, 0.317, -2.568)

***

Entry 4:
ORCA calculation (the ωB97M-V functional and the def2-TZVPD basis) on the molecule C4H5OP.

Summary:
**Gap between HOMO and LUMO**: 8.35 eV
**Spin multiplicity**: 1
**Charge**: 0

Atoms and positions in Å:
O (2.740, 1.034, -0.347)
P (2.199, -0.172, 0.295)
C (0.551, -0.453, -0.432)
C (-0.508, -1.176, 0.373)
C (-1.312, -0.126, 0.548)
C (-0.579, 0.964, -0.198)
H (0.865, -1.036, -1.397)
H (-0.698, -2.187, 0.646)
H (-2.207, -0.008, 1.156)
H (-1.001, 1.385, -1.109)
H (-0.051, 1.776, 0.465)

***

Entry 5:
ORCA calculation (the ωB97M-V functional and the def2-TZVPD basis) on an isolated ion of composition C3H9N4 and charge +1.

Summary:
**Gap between HOMO and LUMO (spin up / spin down)**: 8.37 / 8.36 eV
**Spin multiplicity**: 1
**Charge**: +1

Atoms and positions in Å:
C (1.293, -1.060, 0.825)
C (0.912, 0.214, 1.466)
C (-0.275, -1.084, -1.053)
N (0.678, -1.558, -0.152)
N (-0.900, 0.226, -0.740)
N (-0.446, 1.424, -1.367)
N (-0.967, 0.495, 0.649)
H (1.880, -1.800, 1.243)
H (0.581, 0.045, 2.596)
H (1.197, 1.187, 1.155)
H (0.130, -0.969, -2.042)
H (-1.006, -1.815, -1.068)
H (-1.178, 2.055, -1.683)
H (0.364, 1.254, -1.954)
H (-1.510, -0.100, 1.187)
H (-0.752, 1.484, 0.938)

***

Entry 6:
ORCA calculation (the ωB97M-V functional and the def2-TZVPD basis) on the molecule C6H10.

Summary:
**Gap between HOMO and LUMO**: 10.31 eV
**Spin multiplicity**: 1
**Charge**: 0

Atoms and positions in Å:
C (3.104, -0.025, -0.221)
C (1.684, 0.281, -0.349)
C (0.496, 0.404, -0.187)
C (-0.829, 0.041, 0.347)
C (-1.401, -1.122, -0.468)
C (-1.864, 1.142, 0.581)
H (3.220, -1.107, -0.071)
H (3.700, 0.293, -1.078)
H (3.485, 0.456, 0.686)
H (-0.525, -0.343, 1.327)
H (-1.847, -0.763, -1.403)
H (-2.165, -1.659, 0.105)
H (-0.594, -1.815, -0.717)
H (-2.387, 1.406, -0.347)
H (-2.612, 0.783, 1.300)
H (-1.408, 2.044, 0.997)

***

Entry 7:
ORCA calculation (the ωB97M-V functional and the def2-TZVPD basis) on a 5-piece molecular cluster, H10O5 overall.

Summary:
**Gap between HOMO and LUMO**: 11.97 eV
**Spin multiplicity**: 1
**Charge**: 0

Atoms and positions in Å:
O (-0.072, 0.141, 0.718)
H (-0.635, 0.654, 0.124)
H (0.419, 0.872, 1.140)
O (-2.072, -1.995, -0.818)
H (-1.490, -1.564, -0.172)
H (-1.429, -2.152, -1.516)
O (-2.718, 1.159, 0.027)
H (-2.673, 0.458, 0.654)
H (-3.177, 0.600, -0.628)
O (2.687, 1.245, 1.249)
H (3.489, 1.785, 1.160)
H (2.529, 0.899, 0.356)
O (2.043, -0.785, -0.894)
H (1.584, -1.299, -0.231)
H (1.517, -0.018, -1.168)

***

Entry 8:
ORCA calculation (the ωB97M-V functional and the def2-TZVPD basis) on an isolated ion of composition C3H3O3 and charge +1.

Summary:
**Gap between HOMO and LUMO**: 10.16 eV
**Spin multiplicity**: 1
**Charge**: +1

Atoms and positions in Å:
C (2.147, -1.225, -0.246)
C (-0.072, -0.293, 0.246)
C (-0.970, 0.602, -0.236)
O (3.193, -1.618, -0.149)
O (-2.013, 0.949, 0.517)
O (1.152, -0.665, -0.463)
H (-0.199, -0.533, 1.325)
H (-0.789, 1.020, -1.277)
H (-2.448, 1.762, 0.284)

***

Entry 9:
ORCA calculation (the ωB97M-V functional and the def2-TZVPD basis) on the molecule C3H8N2O.

Summary:
**Gap between HOMO and LUMO**: 9.65 eV
**Spin multiplicity**: 1
**Charge**: 0

Atoms and positions in Å:
N (2.127, 0.191, -0.207)
C (0.729, 0.223, -0.476)
C (-0.212, 0.994, 0.358)
O (-1.234, 1.730, -0.235)
C (-0.291, -0.506, 0.400)
N (-1.443, -1.037, -0.237)
H (2.352, 0.571, 0.811)
H (2.569, -0.844, -0.371)
H (0.466, 0.231, -1.546)
H (0.145, 1.497, 1.264)
H (-1.765, 1.101, -0.795)
H (0.095, -1.083, 1.254)
H (-2.276, -1.070, 0.399)
H (-1.262, -1.998, -0.620)

***

Entry 10:
ORCA calculation (the ωB97M-V functional and the def2-TZVPD basis) on the molecule C5H7NOS.

Summary:
**Gap between HOMO and LUMO**: 8.85 eV
**Spin multiplicity**: 1
**Charge**: 0

Atoms and positions in Å:
C (-2.495, 0.880, 0.735)
C (-1.215, 1.174, 0.588)
N (-0.203, 0.345, 0.095)
O (1.012, 1.037, -0.077)
C (2.000, 0.002, -0.135)
C (1.270, -1.153, -0.802)
C (-0.156, -0.920, -0.342)
S (-1.380, -2.025, -0.396)
H (-3.142, 1.631, 1.178)
H (-2.905, -0.077, 0.481)
H (-0.833, 2.151, 0.880)
H (2.822, 0.434, -0.701)
H (2.322, -0.264, 0.866)
H (1.600, -2.147, -0.495)
H (1.303, -1.067, -1.875)

***

Entry 11:
ORCA calculation (the ωB97M-V functional and the def2-TZVPD basis) on C17H17Cl2HgNO as an isolated structure.

Summary:
**Gap between HOMO and LUMO (spin up / spin down)**: 6.41 / 6.64 eV
**Spin multiplicity**: 1
**Charge**: 0

Atoms and positions in Å:
C (0.797, -1.209, -2.502)
C (0.058, 2.011, -3.797)
C (-0.575, -1.400, -2.900)
H (1.420, -1.931, -3.033)
C (-0.963, 2.063, -2.914)
H (0.248, 2.864, -4.460)
H (-0.960, -2.392, -2.737)
H (-1.575, 2.988, -2.852)
C (-1.612, -0.405, -2.925)
H (-2.563, -0.848, -2.571)
H (-1.799, -0.126, -3.967)
C (1.394, 0.186, -2.621)
H (2.480, 0.104, -2.615)
H (1.146, 0.824, -1.763)
C (0.995, 0.853, -3.953)
H (0.578, 0.101, -4.635)
H (1.911, 1.255, -4.434)
C (-1.470, 0.928, -2.087)
H (-2.479, 1.222, -1.741)
H (-0.882, 0.795, -1.160)
Hg (0.442, -1.690, 0.146)
H (1.242, -1.649, -1.288)
Cl (-1.237, -4.133, 4.330)
C (-0.678, -2.534, 4.256)
C (-0.410, -1.758, 5.377)
C (0.046, -0.440, 5.288)
Cl (0.368, 0.442, 6.707)
C (0.255, 0.196, 4.030)
C (0.730, 1.505, 3.793)
C (0.903, 1.996, 2.512)
C (0.622, 1.168, 1.423)
N (0.220, -0.091, 1.655)
C (-0.011, -0.592, 2.886)
C (-0.450, -1.981, 2.965)
O (-0.570, -2.706, 1.918)
H (-0.563, -2.210, 6.342)
H (0.964, 2.124, 4.649)
H (1.261, 2.998, 2.305)
H (0.719, 1.468, 0.371)

***

Entry 12:
ORCA calculation (the ωB97M-V functional and the def2-TZVPD basis) on a 2-piece molecular cluster, C24H51N6O overall.

Summary:
**Gap between HOMO and LUMO**: 9.65 eV
**Spin multiplicity**: 1
**Charge**: +1

Atoms and positions in Å:
C (11.659, -1.520, 1.377)
C (10.609, -1.874, 0.329)
C (9.319, -1.080, 0.497)
C (8.322, -1.296, -0.636)
C (7.044, -0.455, -0.488)
C (5.755, -1.250, -0.694)
C (4.491, -0.533, -0.219)
C (4.217, 0.788, -0.934)
C (3.090, 1.608, -0.309)
C (1.703, 0.943, -0.405)
C (0.865, 1.017, 0.881)
C (-0.196, 2.120, 0.847)
C (-1.213, 1.991, 1.991)
C (-2.529, 1.328, 1.552)
C (-3.064, 0.389, 2.631)
N (-4.107, -0.523, 2.163)
C (-4.004, -1.793, 1.744)
N (-2.837, -2.448, 1.653)
N (-5.201, -2.299, 1.442)
C (-6.069, -1.319, 1.669)
C (-7.539, -1.444, 1.492)
C (-7.938, -2.132, 0.168)
C (-9.098, -1.426, -0.527)
C (-8.739, -0.039, -1.062)
C (-9.767, 0.490, -2.054)
N (-5.443, -0.211, 2.081)
C (-5.960, 1.094, 2.462)
H (12.062, -0.521, 1.201)
H (12.489, -2.227, 1.374)
H (11.220, -1.527, 2.378)
H (11.008, -1.688, -0.673)
H (10.379, -2.943, 0.382)
H (9.563, -0.013, 0.563)
H (8.842, -1.361, 1.443)
H (8.055, -2.358, -0.670)
H (8.818, -1.076, -1.586)
H (7.019, -0.015, 0.516)
H (7.081, 0.378, -1.193)
H (5.655, -1.521, -1.752)
H (5.848, -2.194, -0.147)
H (4.578, -0.346, 0.858)
H (3.640, -1.206, -0.361)
H (5.126, 1.393, -0.944)
H (3.970, 0.590, -1.984)
H (3.049, 2.577, -0.813)
H (3.341, 1.815, 0.736)
H (1.816, -0.100, -0.708)
H (1.140, 1.433, -1.201)
H (0.366, 0.055, 1.065)
H (1.516, 1.188, 1.744)
H (0.288, 3.097, 0.902)
H (-0.704, 2.084, -0.120)
H (-1.419, 2.964, 2.439)
H (-0.764, 1.389, 2.790)
H (-2.377, 0.766, 0.626)
H (-3.268, 2.104, 1.348)
H (-2.268, -0.264, 2.991)
H (-3.456, 0.934, 3.490)
H (-2.857, -3.452, 1.602)
H (-1.967, -1.974, 1.488)
H (-7.898, -2.030, 2.343)
H (-8.012, -0.466, 1.571)
H (-7.079, -2.142, -0.507)
H (-8.190, -3.173, 0.365)
H (-9.418, -2.048, -1.366)
H (-9.949, -1.344, 0.158)
H (-8.650, 0.674, -0.233)
H (-7.757, -0.091, -1.545)
H (-9.504, 1.482, -2.419)
H (-9.842, -0.179, -2.913)
H (-10.757, 0.547, -1.597)
H (-6.073, 1.166, 3.543)
H (-6.921, 1.228, 1.978)
H (-5.291, 1.870, 2.100)
C (0.405, 2.277, -4.134)
O (0.148, 2.580, -2.980)
N (1.347, 2.938, -4.866)
N (-0.228, 1.252, -4.781)
H (1.571, 2.711, -5.815)
H (1.822, 3.700, -4.419)
H (-0.938, 0.758, -4.275)
H (-0.034, 0.995, -5.730)

***

Number 1: E_tot -6876.365328 Ha. Number 2: E_tot -3110.652112 Ha. Number 3: E_tot -198.874183 Ha. Number 4: E_tot -571.907409 Ha. Number 5: E_tot -338.295670 Ha. Number 6: E_tot -234.543755 Ha. Number 7: E_tot -382.185379 Ha. Number 8: E_tot -341.450058 Ha. Number 9: E_tot -303.793483 Ha. Number 10: E_tot -722.819107 Ha. Number 11: E_tot -1861.632302 Ha. Number 12: E_tot -1348.686732 Ha.